The following is a quantum chemistry calculation of a 18-piece molecular cluster, C45H67N19O4S overall at a distorted geometry, from the Open Molecules 2025 dataset.

Positions of all 136 atoms, in Å:
C: 2.938 -4.174 -1.069
C: 3.918 -3.160 -1.709
C: 4.430 -3.633 -3.067
C: 3.346 -1.725 -1.660
C: 2.786 -1.178 -2.959
O: 3.908 -0.533 -3.666
C: 3.871 0.784 -3.388
O: 4.559 1.598 -3.921
O: 2.917 1.025 -2.466
C: 1.878 0.037 -2.816
C: 0.811 0.066 -1.741
C: -0.615 0.206 -2.329
S: -1.859 -0.686 -1.375
C: -2.109 -2.167 -2.238
N: -2.243 -3.318 -1.650
N: -2.437 -4.253 -2.664
C: -2.389 -3.589 -3.771
O: -2.202 -2.259 -3.593
H: 1.911 -3.807 -1.088
H: 3.236 -4.306 -0.035
H: 3.022 -5.128 -1.581
H: 4.788 -3.153 -1.051
H: 5.304 -3.058 -3.370
H: 4.783 -4.656 -2.948
H: 3.674 -3.625 -3.852
H: 2.588 -1.706 -0.879
H: 4.146 -1.047 -1.369
H: 2.376 -1.891 -3.668
H: 1.522 0.430 -3.771
H: 1.000 0.939 -1.124
H: 0.818 -0.798 -1.088
H: -0.627 -0.087 -3.378
H: -0.913 1.251 -2.309
H: -2.484 -4.015 -4.753
C: -4.875 1.340 -3.933
C: -3.689 2.067 -3.511
N: -2.783 2.724 -3.261
H: -4.801 0.297 -3.630
H: -5.762 1.779 -3.478
H: -4.961 1.393 -5.018
C: 4.748 -5.300 3.013
C: 4.784 -5.870 1.672
N: 4.816 -6.225 0.582
H: 5.524 -4.551 3.106
H: 3.776 -4.836 3.181
H: 4.912 -6.071 3.760
C: -6.635 3.623 -7.013
C: -5.888 2.412 -7.332
N: -5.293 1.459 -7.561
H: -7.147 3.500 -6.059
H: -5.946 4.464 -6.947
H: -7.369 3.819 -7.792
C: -4.334 -1.451 1.742
C: -4.997 -0.414 0.963
N: -5.493 0.420 0.349
H: -4.863 -2.393 1.624
H: -3.306 -1.571 1.397
H: -4.327 -1.177 2.793
C: 6.951 3.596 -4.913
C: 8.192 3.920 -5.606
N: 9.168 4.175 -6.152
H: 6.285 4.456 -4.925
H: 6.457 2.759 -5.402
H: 7.162 3.325 -3.881
C: -5.386 0.166 5.704
C: -4.628 -1.039 5.396
N: -4.033 -1.991 5.154
H: -5.837 0.072 6.685
H: -4.728 1.026 5.700
H: -6.171 0.307 4.959
C: -2.609 -0.827 9.227
C: -3.280 0.234 8.489
N: -3.818 1.069 7.913
H: -3.149 -1.764 9.092
H: -1.594 -0.944 8.865
H: -2.588 -0.574 10.281
C: 6.485 -2.323 6.175
C: 6.656 -3.650 5.595
N: 6.792 -4.682 5.114
H: 5.603 -1.846 5.752
H: 6.369 -2.405 7.254
H: 7.356 -1.711 5.953
C: -1.588 0.878 2.596
C: -0.449 0.321 1.877
N: 0.436 -0.117 1.293
H: -2.337 1.226 1.885
H: -2.028 0.113 3.234
H: -1.263 1.714 3.212
C: -8.970 -1.632 -0.726
C: -7.923 -2.263 0.067
N: -7.096 -2.760 0.685
H: -8.549 -1.256 -1.656
H: -9.752 -2.356 -0.948
H: -9.398 -0.799 -0.173
C: 7.755 -0.485 -4.174
C: 7.931 -1.563 -3.209
N: 8.050 -2.415 -2.450
H: 8.254 0.412 -3.811
H: 8.178 -0.760 -5.137
H: 6.691 -0.278 -4.292
C: -8.758 -0.257 -5.429
C: -8.753 0.688 -4.317
N: -8.745 1.431 -3.443
H: -9.611 -0.926 -5.341
H: -8.823 0.282 -6.372
H: -7.841 -0.843 -5.421
C: 10.082 6.903 -7.698
C: 9.442 7.963 -8.469
N: 8.939 8.797 -9.075
H: 9.543 5.969 -7.827
H: 11.108 6.770 -8.035
H: 10.085 7.163 -6.642
C: -1.260 4.960 -6.213
C: -2.642 5.124 -6.652
N: -3.730 5.242 -6.992
H: -0.615 5.637 -6.770
H: -1.181 5.180 -5.150
H: -0.939 3.936 -6.388
C: -0.134 -0.273 13.228
C: -0.100 -0.559 11.800
N: -0.072 -0.777 10.675
H: 0.619 0.473 13.472
H: -1.118 0.106 13.500
H: 0.067 -1.183 13.790
C: -6.256 1.601 10.691
C: -5.139 1.052 11.449
N: -4.251 0.620 12.032
H: -5.894 1.974 9.734
H: -6.999 0.825 10.517
H: -6.714 2.416 11.248
C: 3.551 0.631 2.558
C: 4.569 0.025 3.411
N: 5.358 -0.451 4.094
H: 4.002 1.000 1.639
H: 2.793 -0.109 2.309
H: 3.078 1.460 3.081

Calculated values
Multiplicity   1
Orbital gap   9.4 eV
HOMO energy   -9.3 eV
E_tot   -3494.24604 a.u.
Lowest unoccupied orbital energy   0.0051 Ha


The following is a quantum chemistry calculation of a 5-piece molecular cluster, C45H76FI2N3O10 overall at a distorted geometry, from the Open Molecules 2025 dataset.

Positions of all 137 atoms, in Å:
C: -2.749 3.088 -0.137
C: -3.202 1.766 -0.809
C: -3.027 1.779 -2.337
C: -1.654 1.296 -2.822
C: -0.537 2.229 -2.353
C: 0.773 2.055 -3.136
C: 1.980 2.031 -2.205
C: 3.235 1.481 -2.881
C: 4.566 1.806 -2.163
C: 4.501 1.910 -0.656
C: 5.082 2.923 0.066
C: 5.907 3.974 -0.623
C: 5.279 5.320 -0.918
O: 5.922 6.269 -1.241
I: 3.153 5.539 -0.730
C: 4.954 2.988 1.490
C: 5.547 4.125 2.278
C: 6.787 3.765 3.145
C: 7.810 4.899 3.158
O: 7.374 2.521 2.813
C: 4.263 2.015 2.171
N: 4.114 2.022 3.581
C: 3.095 2.921 4.147
C: 1.948 2.167 4.817
C: 0.818 1.791 3.834
C: -0.440 2.672 3.945
C: 3.691 0.939 1.456
N: 3.010 -0.040 2.126
C: 2.500 -1.024 1.448
C: 1.715 -2.082 2.166
C: 1.923 -2.111 3.679
C: 1.396 -3.428 4.238
F: 2.422 -4.344 4.449
C: 2.673 -1.061 0.024
I: 1.798 -2.583 -1.131
N: 3.308 -0.162 -0.630
C: 3.828 0.894 0.061
H: -3.528 3.527 0.481
H: -1.865 2.921 0.479
H: -2.430 3.805 -0.890
H: -2.586 0.951 -0.430
H: -4.235 1.572 -0.527
H: -3.171 2.801 -2.702
H: -3.810 1.167 -2.785
H: -1.700 1.275 -3.912
H: -1.495 0.290 -2.440
H: -0.373 2.056 -1.289
H: -0.892 3.252 -2.491
H: 0.747 1.091 -3.653
H: 0.863 2.811 -3.917
H: 1.688 1.330 -1.423
H: 2.164 3.013 -1.766
H: 3.285 1.909 -3.880
H: 3.127 0.412 -3.027
H: 5.261 0.992 -2.396
H: 4.991 2.703 -2.606
H: 6.311 3.618 -1.568
H: 6.775 4.225 -0.016
H: 4.793 4.537 2.948
H: 5.824 4.947 1.624
H: 6.448 3.633 4.172
H: 8.310 4.934 4.125
H: 7.332 5.868 3.024
H: 8.582 4.745 2.405
H: 7.734 2.561 1.921
H: 5.007 2.116 4.039
H: 2.713 3.574 3.358
H: 3.583 3.567 4.882
H: 2.369 1.268 5.264
H: 1.545 2.807 5.604
H: 0.573 0.737 3.949
H: 1.222 1.904 2.828
H: -1.327 2.075 4.141
H: -0.598 3.241 3.031
H: -0.341 3.404 4.746
H: 0.658 -1.903 1.961
H: 2.011 -3.053 1.770
H: 2.978 -2.024 3.927
H: 1.360 -1.310 4.151
H: 0.704 -3.876 3.521
H: 0.853 -3.285 5.171
O: -2.696 -1.369 -1.206
C: -3.376 -1.976 -0.421
O: -4.490 -2.580 -0.870
C: -5.292 -3.434 -0.043
C: -6.279 -2.662 0.805
C: -3.042 -2.006 1.053
H: -4.654 -4.089 0.554
H: -5.825 -4.069 -0.750
H: -5.770 -2.004 1.510
H: -6.914 -3.344 1.367
H: -6.914 -2.045 0.177
H: -3.403 -1.080 1.500
H: -1.960 -2.042 1.150
H: -3.457 -2.847 1.601
O: -4.124 -3.877 2.773
C: -3.583 -4.885 3.135
O: -2.386 -5.195 2.599
C: -1.584 -6.296 3.041
C: -1.994 -7.600 2.390
C: -4.236 -5.835 4.113
H: -1.580 -6.360 4.130
H: -0.571 -6.034 2.738
H: -3.013 -7.882 2.658
H: -1.324 -8.403 2.697
H: -1.953 -7.504 1.306
H: -4.945 -6.456 3.566
H: -4.783 -5.241 4.840
H: -3.543 -6.478 4.649
O: 3.125 1.416 -6.132
C: 4.061 1.847 -6.743
O: 3.836 2.469 -7.918
C: 4.863 3.142 -8.650
C: 5.663 2.195 -9.521
C: 5.480 1.648 -6.257
H: 5.499 3.718 -7.975
H: 4.330 3.859 -9.271
H: 6.193 1.451 -8.927
H: 6.395 2.750 -10.108
H: 4.999 1.663 -10.202
H: 5.800 0.645 -6.539
H: 5.473 1.717 -5.172
H: 6.197 2.369 -6.641
O: -9.308 -2.210 0.563
C: -10.162 -2.823 -0.013
O: -10.125 -4.171 0.041
C: -11.164 -4.999 -0.491
C: -11.000 -5.242 -1.977
C: -11.218 -2.133 -0.845
H: -12.144 -4.586 -0.246
H: -11.070 -5.936 0.053
H: -11.069 -4.316 -2.548
H: -11.772 -5.923 -2.336
H: -10.024 -5.683 -2.179
H: -10.786 -1.892 -1.815
H: -11.484 -1.207 -0.343
H: -12.125 -2.712 -0.996

Calculated values
Multiplicity   1
Orbital gap   8.3 eV
HOMO energy   -8.4 eV
E_tot   -3372.18216 a.u.
Lowest unoccupied orbital energy   -0.0008 Ha
SMILES   CCCCCCCCCc1c(CC(=O)I)c(C[C@H](C)O)c(NCCCC)c2nc(CCCF)c(I)nc12.CCOC(C)=O.CCOC(C)=O.CCOC(C)=O.CCOC(C)=O


The following is a quantum chemistry calculation of C45H80Br3IN5O7 as an isolated structure at a distorted geometry, from the Open Molecules 2025 dataset.

Positions of all 141 atoms, in Å:
C: -7.500 3.782 3.534
C: -6.240 3.531 2.579
C: -4.934 3.542 3.505
Br: -4.443 1.702 4.104
C: -3.706 4.273 2.819
C: -3.217 3.629 1.563
C: -3.762 2.394 0.847
Br: -3.059 0.567 1.118
C: -4.763 2.497 -0.092
C: -5.432 3.831 -0.530
Br: -5.445 0.895 -1.006
C: -2.057 4.363 0.950
C: -1.395 3.927 -0.388
O: 0.034 3.890 -0.366
C: 0.545 2.634 -0.014
C: 0.182 1.866 1.169
C: 0.817 0.571 1.460
C: 1.843 -0.010 0.596
C: 2.213 0.764 -0.614
C: 1.574 2.054 -0.903
C: -1.661 5.535 1.780
C: -0.433 6.366 1.209
C: -0.194 7.693 2.021
C: 0.554 7.514 3.400
C: 1.880 6.667 3.332
C: 0.808 8.978 3.994
C: -0.533 9.446 4.707
C: -0.510 9.343 6.273
C: -0.038 8.220 7.019
C: -0.959 7.016 7.451
C: 1.481 8.074 7.452
N: -2.150 6.010 2.922
N: -3.203 5.373 3.431
I: -3.882 6.286 5.163
H: -8.410 4.059 2.934
H: -7.671 2.937 4.246
H: -7.260 4.708 4.141
H: -6.398 2.549 2.073
H: -6.207 4.413 1.894
H: -5.278 4.028 4.445
H: -5.013 4.072 -1.555
H: -5.172 4.708 0.114
H: -6.531 3.681 -0.680
H: -1.740 4.588 -1.239
H: -1.759 2.892 -0.655
H: -0.590 2.275 1.859
H: 0.519 0.027 2.393
H: 2.306 -0.994 0.841
H: 3.006 0.337 -1.272
H: 1.936 2.583 -1.818
H: 0.485 5.726 1.127
H: -0.728 6.665 0.159
H: 0.450 8.374 1.392
H: -1.153 8.263 2.206
H: -0.106 7.012 4.172
H: 1.756 5.683 2.802
H: 2.173 6.402 4.392
H: 2.736 7.251 2.907
H: 1.617 8.942 4.776
H: 1.096 9.679 3.161
H: -1.414 8.829 4.360
H: -0.754 10.524 4.457
H: -0.926 10.216 6.848
H: -1.140 6.381 6.534
H: -1.937 7.376 7.893
H: -0.432 6.365 8.196
H: 1.765 6.988 7.297
H: 2.125 8.770 6.859
H: 1.503 8.274 8.554
C: 2.052 -3.880 -0.132
O: 3.335 -3.282 -0.027
C: 4.043 -3.664 1.153
C: 5.222 -4.567 0.811
N: 4.774 -5.884 0.369
C: 5.824 -6.700 -0.245
C: 6.500 -6.166 -1.514
O: 5.655 -6.127 -2.655
C: 4.820 -4.985 -2.736
H: 1.519 -3.394 -0.950
H: 2.131 -4.944 -0.366
H: 1.474 -3.744 0.788
H: 3.385 -4.126 1.896
H: 4.437 -2.740 1.590
H: 5.855 -4.683 1.697
H: 5.808 -4.061 0.036
H: 4.029 -5.770 -0.308
H: 5.366 -7.661 -0.492
H: 6.593 -6.901 0.509
H: 7.300 -6.869 -1.767
H: 6.992 -5.199 -1.359
H: 5.293 -4.092 -2.319
H: 3.865 -5.178 -2.241
H: 4.603 -4.799 -3.790
C: 10.606 -4.616 -8.054
O: 9.863 -5.693 -8.601
C: 10.114 -6.943 -7.961
C: 8.904 -7.391 -7.150
N: 8.714 -6.555 -5.968
C: 7.420 -6.739 -5.304
C: 6.151 -6.427 -6.105
O: 5.971 -5.048 -6.404
C: 6.684 -4.587 -7.539
H: 10.491 -3.759 -8.718
H: 10.226 -4.335 -7.068
H: 11.670 -4.862 -7.986
H: 11.021 -6.916 -7.348
H: 10.278 -7.671 -8.760
H: 9.047 -8.430 -6.835
H: 8.033 -7.352 -7.814
H: 8.794 -5.582 -6.235
H: 7.426 -6.090 -4.426
H: 7.362 -7.769 -4.935
H: 5.303 -6.702 -5.472
H: 6.059 -7.038 -7.010
H: 6.774 -5.353 -8.314
H: 7.671 -4.224 -7.245
H: 6.141 -3.737 -7.957
C: -10.860 -4.873 -1.251
O: -9.475 -5.154 -1.370
C: -8.788 -4.277 -2.259
C: -7.856 -3.347 -1.492
N: -8.605 -2.360 -0.718
C: -7.798 -1.628 0.258
C: -7.110 -2.430 1.371
O: -8.001 -3.002 2.315
C: -8.580 -4.236 1.917
H: -11.324 -5.697 -0.708
H: -11.030 -3.954 -0.683
H: -11.335 -4.795 -2.234
H: -9.478 -3.718 -2.899
H: -8.179 -4.913 -2.909
H: -7.203 -2.827 -2.201
H: -7.230 -3.973 -0.846
H: -9.352 -2.828 -0.220
H: -8.467 -0.905 0.734
H: -7.040 -1.050 -0.281
H: -6.498 -1.722 1.940
H: -6.415 -3.182 0.984
H: -7.901 -4.836 1.306
H: -9.518 -4.060 1.387
H: -8.822 -4.801 2.818

Calculated values
Multiplicity   1
Orbital gap   3.9 eV
HOMO energy   -8.6 eV
E_tot   -10582.08623 a.u.
Net charge   +1
Lowest unoccupied orbital energy   -0.1728 Ha